# C36H45IN3OPdSi

A structure of composition C36H45IN3OPdSi at a distorted geometry (the ωB97M-V functional and the def2-TZVPD basis, OMol25).

Last column: Mulliken spin population.
Atoms and positions in Å:
Pd: -0.0310 0.7797 0.2343  1.660
C: 3.6436 0.7231 2.5227  0.003
C: 2.4342 1.1162 1.7468  0.108
N: 1.3755 0.3059 1.6418  0.131
N: 1.2139 -0.7366 2.3926  0.061
C: 0.1402 -1.5021 2.0790  -0.014
O: -0.5918 -1.1684 1.0711  0.010
C: -0.0455 -2.6812 2.9049  0.024
C: -1.2014 -3.5030 2.8214  -0.001
C: -1.4236 -4.5702 3.7171  0.002
C: -0.5007 -4.8940 4.6924  -0.003
C: 0.7178 -4.1965 4.7183  0.003
C: 0.9366 -3.0782 3.8821  -0.001
C: 2.2327 2.3540 1.0626  0.006
C: 3.1994 3.3542 0.8944  0.022
C: 2.8059 4.5637 0.3008  0.003
C: 1.5131 4.7235 -0.1735  0.007
C: 0.5995 3.6930 0.1083  0.057
N: 1.0212 2.4927 0.4868  -0.035
H: 3.3820 -0.2418 3.0189  0.005
H: 4.0170 1.4291 3.2950  0.004
H: 4.5185 0.4815 1.8505  0.002
H: -1.9524 -3.2812 2.0450  -0.001
H: -2.3641 -5.1370 3.6533  0.000
H: -0.7006 -5.6783 5.3982  0.000
H: 1.5254 -4.5484 5.3652  0.000
H: 1.8515 -2.4811 3.9990  -0.002
H: 4.2496 3.1697 1.1809  0.002
H: 3.5171 5.3679 0.1232  0.000
H: 1.2091 5.5849 -0.7492  0.002
H: -0.4858 3.8367 0.0395  -0.004
I: -3.0566 1.7108 -0.2538  0.124
C: -3.3793 0.5853 1.4781  0.023
C: -4.6281 0.0389 1.7547  0.073
C: -4.9220 -0.2956 3.0725  -0.016
C: -4.0132 -0.1000 4.1093  0.139
C: -2.7234 0.4464 3.8208  -0.027
C: -1.8343 0.9349 4.8285  0.208
C: -0.8127 1.7940 4.4816  0.037
C: -0.5432 2.1501 3.1396  0.223
C: -1.1625 1.4433 2.1288  0.510
C: -2.3830 0.7735 2.4400  0.126
H: -5.3630 -0.0872 0.9528  0.001
H: -5.8803 -0.7553 3.3012  0.002
H: -4.2526 -0.3668 5.1391  0.003
H: -2.0447 0.6811 5.8807  -0.005
H: -0.1503 2.1861 5.2839  0.004
H: 0.2134 2.9007 3.0100  0.020
C: 0.0892 -2.8020 -1.5748  0.021
C: -0.6995 -1.7947 -2.4646  0.137
C: -0.7727 -2.3726 -3.9391  0.026
C: -2.1359 -1.7037 -1.8741  0.012
Si: 0.1718 0.0117 -2.2962  -0.241
C: -0.7167 1.2161 -3.6098  0.136
C: -2.2481 0.9592 -3.7894  0.014
C: -0.0332 1.2646 -5.0501  0.052
C: -0.5642 2.6550 -3.0358  0.029
C: 2.1251 -0.1126 -2.5960  0.178
C: 2.4599 -1.0103 -3.8306  0.022
C: 2.6773 1.3494 -2.8486  0.033
C: 2.8331 -0.6965 -1.3343  0.086
H: -0.3509 -3.7741 -1.6912  0.002
H: 0.0230 -2.5421 -0.5186  0.012
H: 1.1557 -2.9028 -1.8694  0.001
H: -1.3284 -3.2934 -3.8515  0.005
H: 0.2388 -2.6183 -4.3057  -0.001
H: -1.2547 -1.7144 -4.6799  -0.004
H: -2.5255 -2.7113 -1.7757  0.000
H: -2.8697 -1.1355 -2.4771  -0.001
H: -2.1499 -1.2834 -0.8654  -0.003
H: -2.4759 0.0665 -4.3876  0.001
H: -2.6830 1.8569 -4.3160  0.001
H: -2.8032 0.8530 -2.8395  -0.007
H: -0.1129 0.3265 -5.5793  -0.009
H: 0.9850 1.6380 -4.9841  0.003
H: -0.6126 2.0054 -5.6349  0.001
H: -1.1496 2.7994 -2.1173  -0.009
H: -0.8869 3.3710 -3.8234  -0.003
H: 0.4651 2.9231 -2.7572  -0.009
H: 1.8904 -0.7612 -4.7292  -0.006
H: 2.2666 -2.0531 -3.6118  0.001
H: 3.5177 -0.9220 -4.0597  0.005
H: 2.3093 1.8090 -3.7824  0.002
H: 3.7642 1.2586 -2.9237  0.002
H: 2.4320 2.0307 -2.0203  -0.006
H: 2.9546 -1.7855 -1.3963  0.008
H: 2.3096 -0.4777 -0.3964  0.009
H: 3.8337 -0.2444 -1.2539  0.000

total charge: +1
DFT total energy: -2352.93759 a.u.
HOMO (spin up / spin down): -9.456 / -10.295 eV
energy above the lowest of the compared OMol25 structures with the same formula, charge and spin: 0.0 kJ/mol
gap between HOMO and LUMO (spin up / spin down): 0.2226 / 0.1527 Ha
LUMO energy (spin up / spin down): -0.12495 / -0.22562 Ha
spin multiplicity: 5
⟨S²⟩: 6.042